95
Properties=species:S:1:pos:R:3 method="wB97M-V/def2-TZVPD" relative_energy_kcal_mol=2.2 orbital_gap_ha=0.2310 total_charge=-1 energy_ev=-104418.1303
Ti 0.653 -0.682 -0.155
O 3.871 -4.081 0.986
C 3.107 -3.285 0.236
O 2.543 -2.322 0.678
C 3.059 -3.682 -1.217
O 2.520 -2.663 -2.014
C 3.395 -1.579 -2.280
C 3.552 -0.559 -1.147
O 4.662 -0.162 -0.846
O 2.449 -0.120 -0.622
H 3.771 -3.758 1.903
H 2.389 -4.539 -1.286
H 4.063 -3.982 -1.539
H 2.952 -1.052 -3.128
H 4.390 -1.940 -2.552
C -3.457 0.806 -2.283
O -2.379 1.716 -2.211
C -2.602 2.955 -1.707
C -3.867 3.484 -1.501
C -4.032 4.766 -0.984
C -2.916 5.524 -0.681
C -1.650 4.995 -0.893
C -1.461 3.713 -1.395
N -0.146 3.246 -1.558
C 0.150 1.831 -1.569
N 0.274 1.348 -2.848
C -0.032 0.020 -3.126
C -0.096 -0.977 -2.142
C -0.522 -2.238 -2.603
C -0.845 -2.502 -3.916
C -0.746 -1.496 -4.879
C -0.338 -0.246 -4.478
O -0.215 0.833 -5.326
C -0.735 0.690 -6.628
N 0.291 1.168 -0.522
C -0.442 2.223 2.048
C 0.457 3.230 2.305
C 1.488 3.205 3.274
C 1.512 2.360 4.350
C 0.546 1.362 4.644
C -0.269 0.703 3.774
O -1.356 0.086 4.283
C -1.496 -1.334 4.105
H -3.017 -0.152 -2.555
H -4.180 1.108 -3.048
H -3.955 0.715 -1.314
H -4.737 2.888 -1.737
H -5.029 5.156 -0.825
H -3.020 6.520 -0.269
H -0.772 5.580 -0.639
H 0.470 3.695 -0.893
H 0.066 2.004 -3.583
H -0.575 -3.052 -1.904
H -1.159 -3.496 -4.213
H -0.988 -1.703 -5.912
H -0.665 1.668 -7.098
H -1.781 0.371 -6.603
H -0.157 -0.030 -7.214
H 0.245 4.188 1.833
H 2.192 4.032 3.282
H 2.239 2.577 5.127
H 0.412 1.089 5.685
H -1.352 -1.806 5.080
H -0.771 -1.730 3.405
H -2.508 -1.529 3.752
N 1.411 0.613 2.019
C -0.023 0.772 2.273
C -1.811 2.589 1.772
C -2.897 1.803 1.603
C -2.984 0.392 1.399
C -1.932 -0.449 1.229
N -0.616 -0.251 1.420
C 2.212 -0.303 2.660
C 3.609 -0.169 2.544
C 4.402 -1.108 3.148
C 3.810 -2.158 3.860
C 2.428 -2.189 3.918
N 1.638 -1.284 3.343
H 1.871 1.357 1.518
H -2.010 3.654 1.826
H -3.842 2.338 1.569
H -3.968 -0.038 1.249
H -2.157 -1.434 0.825
H 4.032 0.628 1.948
H 5.480 -1.036 3.065
H 4.403 -2.907 4.370
H 1.910 -2.985 4.445
C -1.803 -4.441 -0.013
S -0.335 -3.851 0.790
O -0.643 -3.743 2.193
O 0.729 -4.766 0.437
O -0.107 -2.505 0.167
H -2.170 -5.278 0.577
H -1.546 -4.769 -1.017
H -2.539 -3.640 -0.047

30
Properties=species:S:1:pos:R:3 method="wB97M-V/def2-TZVPD" relative_energy_kcal_mol=19.8 orbital_gap_ha=0.2360 energy_ev=-46946.7804
C -2.252 -0.962 -0.063
C -1.683 -1.131 -1.378
C -1.500 0.159 -1.947
H -1.514 -2.102 -1.870
C -1.913 1.142 -1.013
C -2.371 0.471 0.174
H -2.920 0.922 1.013
H -2.657 -1.754 0.586
H -1.172 0.355 -2.979
H -1.969 2.228 -1.176
Sn -0.096 -0.243 0.599
Cl 0.381 -2.312 1.549
C 2.298 0.116 0.283
C 2.000 1.380 -0.373
C 1.580 1.091 -1.700
H 2.141 2.360 0.080
C 1.652 -0.320 -1.912
C 2.111 -0.941 -0.709
H 2.391 -1.983 -0.552
H 2.794 -0.007 1.245
H 1.328 1.840 -2.447
H 1.472 -0.843 -2.849
C 1.245 0.728 3.732
S -0.315 1.334 3.098
O -1.293 0.251 3.035
O -0.692 2.544 3.755
O 0.074 1.626 1.606
H 1.247 0.850 4.812
H 1.994 1.346 3.240
H 1.367 -0.315 3.429

38
Properties=species:S:1:pos:R:3 method="wB97M-V/def2-TZVPD" relative_energy_kcal_mol=1.5 multiplicity=3 orbital_gap_ha="0.3378 / 0.1799" total_charge=+3 energy_ev=-54422.7651
Au -0.092 -0.840 1.364
C -1.849 1.627 2.331
C -1.470 0.333 2.721
C -2.173 -0.800 2.241
C -3.257 -0.645 1.379
C -3.730 0.632 1.079
C -3.055 1.734 1.611
H -1.366 2.499 2.694
H -0.769 0.086 3.557
H -2.105 -1.739 2.743
H -3.849 -1.521 1.071
H -4.707 0.708 0.575
H -3.397 2.777 1.436
C 4.947 -0.354 1.805
O 4.212 -1.268 2.597
C 2.917 -1.335 2.464
S 1.878 -1.666 3.784
S 2.225 -0.892 0.969
H 4.932 -0.666 0.785
H 5.928 -0.371 2.200
H 4.604 0.720 1.905
N 2.573 0.277 -2.060
C 1.536 -0.577 -2.780
P -0.074 -0.246 -1.948
O 0.109 1.205 -1.470
O -0.398 -1.327 -1.031
C -1.443 -0.155 -3.180
N -2.513 0.604 -2.452
H 2.075 1.110 -1.719
H 3.306 0.686 -2.712
H 3.083 -0.215 -1.230
H 1.839 -1.619 -2.610
H 1.491 -0.384 -3.856
H -1.758 -1.192 -3.457
H -1.254 0.379 -4.119
H -3.234 1.007 -3.052
H -2.150 1.358 -1.850
H -3.013 0.069 -1.785

57
Properties=species:S:1:pos:R:3 method="wB97M-V/def2-TZVPD" relative_energy_kcal_mol=32.9 orbital_gap_ha=0.1970 total_charge=+1 energy_ev=-31540.8067
Hg -1.128 1.476 2.445
O -0.169 0.336 0.811
H -0.549 -0.521 0.537
C -1.149 -3.168 -3.120
C -2.111 -2.024 -3.389
O -2.205 -1.288 -2.170
H -1.484 -3.870 -2.357
H -0.154 -2.814 -2.852
H -1.056 -3.695 -4.070
H -3.085 -2.468 -3.598
H -1.766 -1.409 -4.220
H -1.370 -0.847 -1.996
C 1.887 3.079 0.815
C 2.846 2.036 0.245
O 2.452 0.819 0.777
H 2.270 4.085 0.641
H 1.782 2.944 1.892
H 0.917 2.930 0.342
H 3.840 2.375 0.535
H 2.825 2.068 -0.845
H 1.503 0.682 0.740
C 2.694 -3.672 -0.361
C 2.135 -2.311 0.135
O 0.818 -2.432 0.746
H 2.738 -4.396 0.452
H 3.693 -3.540 -0.776
H 2.102 -4.136 -1.149
H 2.097 -1.534 -0.629
H 2.724 -1.900 0.954
H 0.554 -1.539 0.977
C 1.873 -0.623 5.000
C 1.710 0.197 3.768
O 0.635 1.131 3.866
H 2.698 -1.322 4.857
H 1.001 -1.191 5.324
H 2.198 0.018 5.820
H 1.475 -0.498 2.963
H 2.628 0.715 3.493
H 0.996 1.759 4.496
C -5.035 0.911 0.523
C -3.621 1.530 0.215
O -3.019 2.017 1.389
H -5.360 0.224 -0.258
H -5.802 1.662 0.714
H -4.869 0.353 1.445
H -3.626 2.344 -0.511
H -3.049 0.677 -0.150
H -3.332 2.923 1.449
C 0.018 1.670 -3.823
C -0.459 1.342 -2.439
O 0.160 0.190 -1.957
H -0.388 2.595 -4.232
H -0.063 0.769 -4.432
H 1.103 1.759 -3.757
H -1.523 1.112 -2.499
H -0.264 2.182 -1.772
H 0.262 0.289 -1.007

12
Properties=species:S:1:pos:R:3 method="wB97M-V/def2-TZVPD" relative_energy_kcal_mol=101.6 orbital_gap_ha=0.3239 energy_ev=-8127.6861
C 0.274 0.752 -0.153
C -1.241 1.028 -0.030
H 2.530 0.557 0.554
H 2.700 -1.319 0.062
H 0.841 1.633 -0.243
H -1.373 2.085 0.153
H -2.379 -1.893 -0.308
H -0.739 -1.113 -0.054
N 2.371 -0.269 -0.137
N 0.894 -0.437 0.138
N -2.134 0.105 0.048
N -1.743 -1.130 -0.030

9
Properties=species:S:1:pos:R:3 method="wB97M-V/def2-TZVPD" relative_energy_kcal_mol=29.0 orbital_gap_ha=0.3464 energy_ev=-40718.8751 smiles="F/C=C(/S)Cl.Cl"
C -0.961 0.560 1.005
C -0.691 0.081 -0.228
F -1.171 1.834 1.240
S -0.671 -1.634 -0.570
Cl 2.535 0.123 -0.422
Cl -0.599 1.141 -1.618
H 2.650 -0.535 0.620
H -1.206 -0.271 1.706
H 0.113 -1.299 -1.732

16
Properties=species:S:1:pos:R:3 method="wB97M-V/def2-TZVPD" relative_energy_kcal_mol=24.2 orbital_gap_ha=0.3605 energy_ev=-17087.5564 smiles="N/C=C/N.CS"
C -1.013 -2.221 -1.845
S 0.570 -1.619 -2.519
H -1.796 -2.092 -2.588
H -0.922 -3.277 -1.604
H -1.265 -1.662 -0.951
H 0.864 -0.769 -1.523
C 0.192 0.771 1.594
C 0.473 1.588 0.590
N 1.358 2.699 0.791
N -0.651 -0.380 1.437
H 0.607 0.973 2.579
H 0.031 1.416 -0.390
H 0.897 3.548 0.491
H 2.148 2.600 0.169
H -1.386 -0.359 2.133
H -0.109 -1.217 1.635

10
Properties=species:S:1:pos:R:3 method="wB97M-V/def2-TZVPD" relative_energy_kcal_mol=28.9 orbital_gap_ha=0.3239 energy_ev=-18001.4057 smiles="[H]/N=C(/N)C(O)=S"
C 0.108 0.914 0.485
C -0.339 -0.297 -0.329
H 1.761 1.936 1.078
H 2.048 0.470 0.095
H -1.657 1.279 1.167
H -1.896 0.721 -0.742
N 1.454 1.231 0.418
N -0.708 1.646 1.162
O -1.591 -0.211 -0.793
S 0.540 -1.661 -0.453

no.,maximum force (hartree/bohr)
1,0.018
2,0.035
3,0.094
4,0.066
5,0.103
6,0.064
7,0.006
8,0.029